170
Properties=species:S:1:pos:R:3:mulliken_charge:R:1 method="wB97M-V/def2-TZVPD" total_charge=0 homo_ev=-8.258 homo_lumo_gap_ev=8.0884 relative_energy_kj_mol=438.4 fmax_ev_per_a=4.6
O 0.628 -3.230 -1.170 -0.31
S 0.172 -4.541 -1.664 0.90
O 1.045 -5.619 -1.871 -0.65
O -0.974 -5.207 -0.688 -0.44
C -2.033 -4.316 -0.182 -0.38
C -1.695 -3.807 1.204 0.08
C -0.801 -4.222 -3.246 -0.57
H -2.980 -4.843 -0.067 0.46
H -2.333 -3.493 -0.832 -0.07
H -2.474 -3.077 1.424 -0.07
H -0.709 -3.345 1.249 -0.24
H -1.865 -4.684 1.829 0.45
H -1.186 -5.211 -3.494 0.42
H -0.120 -3.776 -3.971 0.14
H -1.514 -3.495 -2.857 0.13
O 6.118 3.671 -1.212 -0.58
S 5.329 3.547 -2.379 1.25
O 4.703 4.691 -3.003 -0.62
O 6.208 2.803 -3.620 -0.46
C 7.019 1.671 -3.207 0.22
C 6.536 0.509 -4.103 -0.99
C 4.095 2.124 -2.002 0.51
H 6.775 1.450 -2.167 -0.14
H 8.060 1.975 -3.311 0.44
H 5.570 0.083 -3.833 0.03
H 7.323 -0.239 -4.205 0.32
H 6.256 1.080 -4.989 0.46
H 3.716 2.478 -1.043 -0.28
H 4.645 1.194 -1.859 -0.18
H 3.269 2.016 -2.705 -0.12
O -7.408 -3.062 1.553 -0.64
S -6.043 -2.529 1.609 0.94
O -5.057 -2.789 0.606 -0.47
O -6.101 -0.890 1.838 -0.07
C -6.897 -0.154 0.972 -0.46
C -6.278 1.233 0.855 -0.41
C -5.273 -2.892 3.293 -0.87
H -7.882 -0.053 1.428 0.28
H -7.174 -0.652 0.044 0.30
H -6.162 1.708 1.829 0.26
H -6.784 1.954 0.212 0.60
H -5.314 1.253 0.347 -0.52
H -6.003 -2.548 4.026 0.44
H -4.314 -2.376 3.338 -0.02
H -5.259 -3.968 3.465 0.53
O 2.973 -0.255 4.105 -0.59
S 4.190 -0.937 4.383 1.33
O 4.712 -1.862 3.470 -0.63
O 5.384 0.068 4.897 -0.36
C 6.446 0.242 3.992 0.22
C 7.631 0.853 4.688 -1.42
C 4.018 -1.787 6.023 -1.04
H 6.168 0.881 3.154 0.18
H 6.824 -0.753 3.757 0.30
H 7.380 1.889 4.916 0.33
H 8.554 0.793 4.112 0.36
H 7.772 0.450 5.690 0.36
H 3.912 -0.987 6.756 0.38
H 4.943 -2.356 6.114 0.33
H 3.224 -2.506 5.823 0.25
O 2.151 -0.050 -0.939 0.01
S 1.545 0.250 0.356 0.21
O 1.874 1.497 0.987 -0.50
O -0.110 0.295 0.090 0.54
C -0.593 0.828 -1.145 1.20
C -1.967 0.046 -1.426 -0.23
C 1.732 -1.242 1.407 0.41
H 0.044 0.677 -2.016 -0.80
H -0.739 1.908 -1.153 -0.03
H -1.691 -0.987 -1.216 0.06
H -2.201 0.155 -2.485 0.06
H -2.833 0.323 -0.824 -0.22
H 1.559 -2.058 0.704 -0.24
H 0.981 -1.102 2.185 0.40
H 2.681 -1.562 1.836 -0.59
O -2.627 1.220 -5.158 -0.38
S -4.094 1.394 -5.132 0.87
O -5.059 0.522 -5.823 -0.66
O -4.571 1.428 -3.532 -0.02
C -5.912 1.128 -3.147 -0.09
C -6.141 -0.405 -2.843 -1.07
C -4.420 3.088 -5.631 -0.74
H -6.748 1.391 -3.795 0.40
H -6.107 1.578 -2.174 0.04
H -6.120 -0.976 -3.771 0.45
H -7.106 -0.523 -2.349 0.36
H -5.248 -0.739 -2.313 0.06
H -5.416 3.503 -5.475 0.37
H -4.168 3.098 -6.691 0.44
H -3.628 3.619 -5.104 -0.03
C 1.642 -1.495 -3.831 -0.09
S 1.563 -1.690 -5.693 0.44
O 1.556 -3.212 -5.911 -0.68
C -0.201 -1.239 -6.006 -0.72
H 0.663 -1.178 -3.472 -0.20
H 2.455 -0.802 -3.617 -0.05
H 1.908 -2.432 -3.341 0.45
H -0.825 -1.013 -5.141 0.03
H -0.739 -1.956 -6.627 0.51
H -0.141 -0.405 -6.705 0.32
C 2.675 4.693 0.848 -0.29
S 1.238 5.820 0.984 0.47
O 1.460 6.704 2.197 -0.69
C 0.026 4.492 1.547 -0.51
H 2.526 3.825 0.206 -0.42
H 2.922 4.336 1.848 0.33
H 3.629 5.147 0.580 0.48
H 0.213 4.027 2.515 0.55
H 0.007 3.888 0.640 -0.29
H -0.894 5.054 1.707 0.37
C -2.651 1.256 2.080 1.17
S -2.817 2.799 3.135 0.35
O -3.634 3.661 2.170 -0.56
C -4.060 2.243 4.343 -0.68
H -3.567 0.897 1.609 -0.50
H -2.316 0.362 2.605 -0.07
H -1.834 1.370 1.368 -0.41
H -4.844 1.711 3.804 -0.03
H -4.480 2.935 5.073 0.46
H -3.474 1.675 5.065 0.24
C 5.141 -1.017 0.400 -0.95
S 6.742 -0.172 0.029 0.51
O 7.631 -0.099 1.268 -0.66
C 7.394 -1.531 -0.956 -1.10
H 4.762 -1.389 -0.552 0.39
H 4.460 -0.329 0.900 -0.08
H 5.297 -1.889 1.035 0.73
H 8.406 -1.409 -1.341 0.43
H 6.768 -1.580 -1.847 0.28
H 7.317 -2.583 -0.681 0.39
C -1.020 4.084 -4.289 -0.88
S 0.780 3.580 -3.899 0.14
O 0.822 3.322 -2.364 -0.41
C 0.768 1.882 -4.543 0.29
H -1.185 5.135 -4.053 0.58
H -1.504 3.441 -3.554 -0.03
H -1.322 3.755 -5.284 0.56
H -0.246 1.483 -4.527 -0.19
H 1.279 1.174 -3.890 -0.67
H 1.235 1.948 -5.526 0.72
C 1.554 -5.971 1.908 -0.76
S 2.813 -4.901 2.815 0.57
O 1.950 -3.732 3.202 -0.44
C 2.902 -5.983 4.248 -1.07
H 1.142 -5.402 1.075 -0.16
H 0.767 -6.216 2.621 0.33
H 2.051 -6.895 1.611 0.49
H 2.642 -5.376 5.115 0.28
H 3.934 -6.113 4.573 0.43
H 2.262 -6.866 4.216 0.34
C -2.954 -3.045 6.244 -0.88
S -2.723 -1.236 5.902 0.31
O -3.729 -0.608 4.888 -0.45
C -1.112 -1.450 4.941 -0.54
H -2.135 -3.418 6.858 0.40
H -3.073 -3.563 5.292 0.16
H -3.885 -3.194 6.791 0.38
H -0.352 -1.940 5.550 0.52
H -0.799 -0.514 4.480 0.26
H -1.452 -2.074 4.114 -0.08
C -2.370 5.128 -1.091 0.16
S -4.162 5.211 -1.750 0.10
O -4.196 4.525 -3.129 -0.48
C -5.035 4.328 -0.350 -0.66
H -2.130 4.372 -0.344 -0.27
H -2.048 6.117 -0.764 0.51
H -1.722 4.873 -1.929 -0.25
H -6.087 4.145 -0.565 0.52
H -4.925 4.763 0.643 0.54
H -4.687 3.303 -0.218 -0.21